{"formula": "C4H20O6", "method": "the ωB97M-V functional and the def2-TZVPD basis", "elements": ["C", "C", "O", "H", "H", "H", "H", "H", "H", "C", "C", "O", "H", "H", "H", "H", "H", "H", "O", "H", "H", "O", "H", "H", "O", "H", "H", "O", "H", "H"], "coordinates": [[3.31718, -0.30091, 1.25806], [4.50212, 0.74123, 1.32875], [5.29290, 0.62878, 2.48125], [2.79324, -0.13762, 0.31630], [2.58824, -0.27155, 2.06794], [3.63157, -1.33908, 1.15096], [4.08083, 1.74112, 1.22466], [5.18367, 0.61767, 0.48714], [5.95258, 1.32609, 2.46815], [-0.48841, -5.33459, 0.33106], [0.10949, -4.08076, -0.50223], [-0.51851, -2.92443, -0.04628], [-1.48203, -5.63804, 0.00134], [-0.31443, -5.37232, 1.40642], [0.04668, -6.22236, -0.00604], [-0.00965, -4.25340, -1.57186], [1.18020, -4.06006, -0.29918], [-0.85112, -2.47400, -0.82609], [-1.77408, 1.75376, -1.16070], [-2.31150, 2.54284, -1.09163], [-1.09901, 1.86379, -0.49107], [-0.86740, 0.31006, -4.41803], [-1.13178, 0.90288, -3.71454], [-0.81774, 0.86681, -5.19507], [-4.65279, 4.00643, 2.77663], [-5.35382, 4.65654, 2.73040], [-4.03605, 4.26952, 2.09351], [-4.15281, 5.05872, -0.82786], [-5.08874, 5.23454, -0.92457], [-3.72884, 5.88834, -1.04743]], "atomic_forces_ev_per_a": [[1.0, 0.4, -0.4], [-0.9, -0.8, -0.7], [-0.2, -0.3, 0.9], [-0.2, 0.4, 0.0], [0.2, 0.4, 0.1], [0.5, 0.0, 0.3], [-0.2, 0.2, 0.2], [-0.3, -0.3, -0.5], [0.0, 0.0, 0.0], [1.2, -0.1, -2.0], [-0.6, -2.6, 1.9], [-0.2, 0.9, -0.4], [-0.4, 0.8, 0.5], [-0.4, 0.8, -0.1], [0.6, -0.1, -0.2], [-0.2, 0.0, 0.0], [0.1, 0.2, 0.0], [-0.1, 0.3, 0.2], [0.1, -0.2, -0.3], [-0.3, 0.2, 0.0], [0.2, -0.1, 0.2], [0.1, -0.2, -0.1], [-0.1, 0.2, 0.4], [0.0, 0.1, -0.2], [0.0, -0.2, 0.2], [-0.2, 0.1, 0.0], [0.2, 0.0, -0.3], [0.2, -0.2, 0.2], [-0.3, 0.0, 0.0], [0.2, 0.2, -0.1]], "homo_lumo_gap_ha": 0.37154, "e_tot_ev": -16756.054, "de_lowest_kj_mol": 115.27, "smiles": "CCO.CCO.O.O.O.O"}

=====

{"formula": "C4H20O6", "method": "the ωB97M-V functional and the def2-TZVPD basis", "elements": ["C", "O", "H", "H", "H", "H", "C", "O", "H", "H", "H", "H", "C", "O", "H", "H", "H", "H", "C", "O", "H", "H", "H", "H", "O", "H", "H", "O", "H", "H"], "coordinates": [[-26.70990, -0.71930, 22.58138], [-25.74195, -1.00509, 23.56284], [-26.43905, -1.06079, 21.58231], [-27.72479, -1.01482, 22.84737], [-26.74451, 0.37007, 22.56822], [-26.06793, -0.60807, 24.37383], [-26.18357, -3.86154, 19.55344], [-26.99506, -5.04959, 19.89586], [-26.78265, -3.22328, 18.90395], [-26.00667, -3.44639, 20.54563], [-25.19740, -4.00729, 19.11261], [-27.90260, -4.74894, 19.98283], [-28.46568, -6.83571, 22.23344], [-29.68691, -6.77944, 22.96524], [-28.08543, -5.81927, 22.13167], [-27.73820, -7.39436, 22.82231], [-28.45758, -7.27475, 21.23581], [-29.54744, -7.14490, 23.84193], [-25.18987, -8.15215, 19.90118], [-25.88940, -7.48524, 20.93268], [-24.10109, -8.10078, 19.89658], [-25.47481, -9.20398, 19.87805], [-25.45532, -7.58190, 19.01098], [-26.07355, -6.59201, 20.63298], [-25.71315, -0.66023, 18.47062], [-25.30368, -1.52322, 18.40898], [-25.16495, -0.17814, 19.08973], [-28.67835, -0.07880, 18.48734], [-28.43826, 0.70573, 18.98040], [-27.96777, -0.69680, 18.65876]], "atomic_forces_ev_per_a": [[-0.3, 1.6, 0.2], [0.3, -0.9, 0.1], [0.2, -0.3, 0.3], [0.0, -0.6, -0.1], [-0.3, 0.3, -0.7], [0.2, -0.1, 0.1], [-1.3, -0.4, 1.4], [1.4, 0.4, -1.2], [0.2, 0.2, 0.1], [0.1, 0.8, -0.3], [-0.3, -1.0, -0.2], [0.0, 0.0, 0.0], [0.8, 0.3, 1.0], [-0.5, -0.2, -0.6], [0.1, 0.1, 0.0], [0.2, 0.0, -0.3], [-0.8, -0.2, 0.1], [0.1, 0.0, -0.2], [-0.4, 0.8, -0.7], [0.6, -0.5, 0.8], [0.3, 0.1, 0.8], [-0.2, 0.1, -0.2], [-0.1, -0.8, -0.7], [-0.2, 0.2, 0.0], [-0.3, 0.0, 0.0], [0.2, -0.2, -0.1], [0.2, 0.2, 0.2], [-0.5, -0.1, 0.0], [0.1, 0.2, 0.1], [0.4, 0.0, -0.1]], "homo_lumo_gap_ha": 0.37004, "e_tot_ev": -16754.708, "de_lowest_kj_mol": 245.18, "smiles": "CO.CO.CO.CO.O.O"}

=====

{"formula": "C4H21N2O6S", "method": "the ωB97M-V functional and the def2-TZVPD basis", "elements": ["N", "C", "C", "C", "S", "C", "N", "O", "H", "H", "H", "H", "H", "H", "H", "H", "H", "H", "H", "H", "H", "O", "H", "H", "O", "H", "H", "O", "H", "H", "O", "H", "H", "O"], "coordinates": [[0.47099, 0.13424, 0.74952], [-0.65705, -0.85328, 0.88399], [-2.06508, -0.42290, 0.33426], [-2.53814, 0.91128, 0.74832], [-1.69328, 2.10536, 1.78090], [-0.02470, -2.11965, 0.18823], [-0.67115, -2.91978, -0.78297], [1.04389, -2.52408, 0.58475], [0.48721, 0.88244, 1.53249], [0.58074, 0.68163, -0.13238], [1.44520, -0.17261, 0.88258], [-0.69665, -1.02680, 1.92224], [-2.68207, -1.25784, 0.63860], [-1.98146, -0.44917, -0.89013], [-2.62953, 1.35512, -0.25567], [-3.58068, 0.83359, 1.22029], [-2.20939, 1.69763, 2.96839], [-0.07586, -3.62106, -1.16705], [-1.44669, -2.58876, -1.34524], [3.03253, -1.07163, 3.10166], [2.80362, -1.71045, 1.74770], [2.59619, -0.93832, 2.26146], [1.63870, -1.14421, -3.34438], [0.43879, -1.70856, -2.47100], [0.70876, -1.24830, -3.27815], [1.83383, 2.66692, 2.31799], [0.83788, 3.27222, 3.15901], [0.95362, 2.44075, 2.67252], [-0.39126, 0.65832, -3.98075], [-0.86782, 2.17143, -3.88165], [-0.30228, 1.45333, -3.49751], [2.64977, 1.61127, -1.40589], [1.28626, 1.47944, -2.06752], [1.70508, 1.42243, -1.19458]], "atomic_forces_ev_per_a": [[0.6, 2.8, 1.1], [0.7, -0.2, -2.5], [3.4, -1.9, -2.4], [-3.3, 1.2, -0.3], [-0.2, -0.3, 0.4], [-0.9, -2.0, -0.3], [-0.2, 2.5, 1.1], [0.4, 0.5, 0.0], [-0.9, -1.0, -1.2], [-0.5, -0.4, 0.3], [-0.5, -1.3, 0.2], [-0.2, -0.6, 1.2], [-0.4, 0.0, 0.0], [-0.3, -0.1, 3.0], [-0.5, 0.9, 0.8], [1.3, 0.1, -1.1], [0.2, 0.1, -0.4], [0.2, -0.5, -0.1], [0.1, -0.1, 0.3], [0.2, 0.1, 0.3], [0.0, -0.7, -0.4], [0.0, 0.7, 0.1], [1.3, -0.2, 0.3], [0.7, 0.1, -0.2], [-1.9, 0.1, -0.1], [-0.1, -0.6, -0.1], [-0.7, -0.3, 0.2], [1.7, 1.0, 0.0], [-0.3, -1.3, -1.0], [0.8, -1.3, 0.3], [-0.3, 2.6, 0.9], [-1.0, -0.2, 0.5], [-0.5, 0.0, -0.2], [1.4, 0.4, -0.9]], "charge": 1, "homo_lumo_gap_ha": 0.35560, "e_tot_ev": -30583.040, "de_lowest_kj_mol": 155.94}

=====

{"formula": "C4H21N2O7", "method": "the ωB97M-V functional and the def2-TZVPD basis", "elements": ["C", "N", "C", "O", "C", "N", "C", "O", "H", "H", "H", "H", "H", "H", "H", "H", "H", "H", "H", "H", "H", "O", "H", "H", "O", "H", "H", "O", "H", "H", "O", "H", "H", "O"], "coordinates": [[-1.77825, -0.34269, -0.52187], [-1.86759, -0.04201, -2.04518], [-2.69862, 1.11942, -2.42367], [-3.23751, 0.82839, -3.73127], [-0.49968, -1.12865, -0.21521], [0.69200, -0.48210, -0.81611], [1.43808, 0.22719, 0.27613], [2.20081, -0.63174, 1.00858], [-1.69801, 0.64858, -0.08498], [-2.70572, -0.57069, -0.11107], [-0.87376, 0.05347, -2.49680], [-3.76682, 1.17147, -1.80652], [-2.17848, 2.10615, -2.59443], [-2.67153, 0.07035, -4.09604], [-0.56377, -2.14899, -0.48607], [-0.51270, -1.29686, 0.88142], [1.30013, -1.26055, -1.13768], [0.60482, 0.89766, 0.75667], [2.09705, 1.04617, -0.08936], [-0.67852, 3.50952, 0.52574], [-0.56101, 3.96287, 2.13783], [-1.11520, 3.81390, 1.22865], [2.25926, 0.83274, 3.63317], [1.67917, -0.34783, 2.89480], [1.51650, 0.42018, 3.47937], [4.03926, 1.40400, 1.87557], [4.04911, 0.00674, 1.50779], [4.61045, 0.59821, 1.86899], [-0.87915, -2.11432, -2.15552], [-2.44922, -2.47194, -2.41166], [-1.52046, -2.89039, -2.41591], [2.61639, -2.41541, 2.80493], [1.47890, -2.02500, 1.95975], [1.67407, -2.54785, 2.79997]], "atomic_forces_ev_per_a": [[2.4, 2.7, -2.8], [0.7, 0.7, 0.3], [-2.2, -1.0, -0.2], [1.3, -1.4, -1.2], [-0.6, 0.6, 1.0], [-0.1, -0.6, 0.5], [0.3, 0.8, 0.3], [-1.0, 0.3, 0.1], [0.8, 0.4, 0.4], [-1.7, -1.8, 0.2], [-2.2, 0.0, 1.8], [3.3, 0.2, -0.7], [-0.4, -0.8, 1.0], [-1.3, 1.5, 0.9], [-0.2, -1.0, -0.8], [0.6, 0.8, -0.1], [-0.3, 0.9, 0.5], [0.8, -1.4, 0.1], [-0.1, -0.3, -0.8], [3.5, -2.0, -3.7], [-1.6, -1.0, -4.2], [-2.0, 2.9, 7.8], [6.2, 3.0, 1.0], [0.3, 0.6, -0.1], [-6.5, -3.2, -0.7], [0.8, -0.9, 0.0], [-3.6, -3.7, -2.2], [2.6, 4.7, 2.1], [-2.4, -2.3, -1.0], [2.5, -0.5, 0.0], [-0.2, 2.3, 0.3], [0.7, 0.0, 0.2], [0.4, -0.3, 0.7], [-0.8, 0.2, -1.0]], "charge": -1, "homo_lumo_gap_ha": 0.28253, "e_tot_ev": -21799.378, "de_lowest_kj_mol": 274.58}

=====

{"formula": "C4H22N2O5S", "method": "the ωB97M-V functional and the def2-TZVPD basis", "elements": ["N", "C", "C", "N", "C", "C", "S", "H", "H", "H", "H", "H", "H", "H", "H", "H", "H", "H", "H", "O", "H", "H", "O", "H", "H", "O", "H", "H", "O", "H", "H", "O", "H", "H"], "coordinates": [[1.78821, -1.11334, 1.79743], [2.33060, 0.24821, 1.33918], [1.27027, 1.14813, 0.72017], [0.73309, 0.40547, -0.60166], [1.31026, 0.85379, -1.89942], [0.69221, 2.36030, -2.32541], [-0.84263, 2.56489, -1.35666], [0.97430, -1.02387, 2.38419], [1.60067, -1.83257, 1.08380], [2.78607, 0.58187, 2.37666], [3.10964, 0.18071, 0.58352], [1.72070, 2.21327, 0.52321], [0.44246, 1.13083, 1.52878], [-0.27857, 0.45010, -0.67046], [0.75134, 0.22800, -2.61316], [2.29235, 0.68405, -1.93284], [1.41928, 3.11010, -1.89435], [0.37319, 2.30789, -3.39754], [-1.68911, 2.38161, -2.45256], [-0.39554, -2.66356, 1.05672], [-0.96627, -3.25757, 1.61188], [-0.95963, -1.89743, 0.83285], [-2.18179, 1.19473, 1.86509], [-2.96201, 1.79208, 2.10177], [-1.56102, 1.40132, 2.39810], [1.60065, -2.79404, -1.05120], [1.05191, -2.11352, -0.87884], [2.17868, -2.95177, -0.19628], [-2.84354, -0.28351, -1.76995], [-3.25575, -1.02037, -1.95745], [-1.96102, -0.49707, -1.25938], [-2.82904, -1.71600, 1.45108], [-2.45371, -0.86726, 1.90813], [-3.24620, -1.20546, 0.69462]], "atomic_forces_ev_per_a": [[1.5, 0.8, -1.3], [-0.1, -1.6, 2.4], [-1.2, -0.4, -0.5], [2.1, 0.7, 1.7], [-7.1, 1.4, 0.5], [1.3, -1.7, 1.5], [-1.2, 0.5, -1.8], [-0.1, 0.1, -0.1], [-0.2, 1.3, 0.6], [-0.8, 0.3, -2.4], [0.4, -0.7, 0.3], [-1.2, -1.8, 0.3], [0.9, 0.6, -1.8], [0.5, 0.5, 0.4], [0.8, -0.2, 0.0], [3.9, -0.2, -0.3], [-0.9, -0.4, -1.5], [1.1, 0.8, 1.0], [0.6, 0.2, 1.2], [-0.6, -0.7, 0.6], [0.6, 1.1, -1.0], [0.1, -1.0, 0.4], [-8.6, -1.2, -5.2], [1.7, -1.3, -0.6], [6.9, 2.4, 5.9], [5.1, -4.4, 1.2], [-2.8, 3.7, 1.3], [-2.0, 0.5, -2.8], [5.9, 5.8, 3.2], [-3.1, -6.3, -1.5], [-2.9, 0.3, -1.7], [0.0, 3.8, -0.3], [-0.9, -2.1, -0.7], [0.3, -1.2, 0.9]], "homo_lumo_gap_ha": 0.32348, "e_tot_ev": -28553.880, "de_lowest_kj_mol": 485.21, "smiles": "NCCNCCS.O.O.O.O.O"}

=====

{"formula": "C4H22N2O6", "method": "the ωB97M-V functional and the def2-TZVPD basis", "elements": ["N", "C", "C", "C", "O", "C", "N", "H", "H", "H", "H", "H", "H", "H", "H", "H", "H", "H", "H", "H", "H", "O", "H", "H", "O", "H", "H", "O", "H", "H", "O", "H", "H", "O"], "coordinates": [[1.24169, 0.42305, 1.26738], [0.99011, -0.16312, -0.02653], [1.02156, -1.68916, 0.09583], [0.11849, -2.29611, -0.95806], [-0.06087, -3.69790, -0.88288], [1.94833, 0.24300, -1.15743], [1.89685, 1.66887, -1.39698], [0.83814, 1.33983, 1.44291], [2.20723, 0.59983, 1.53682], [-0.06141, 0.04952, -0.25766], [0.71354, -2.09084, 1.05984], [2.00322, -2.15823, -0.07341], [0.43749, -2.11365, -1.99974], [-0.88917, -1.89970, -0.83890], [0.76797, -4.15855, -0.73330], [1.88526, -0.23844, -2.14159], [2.94904, 0.10756, -0.72353], [0.99848, 2.16243, -1.49662], [2.62942, 2.11991, -1.94776], [-1.93256, 2.24668, -1.31844], [-1.02688, 1.34979, -2.15667], [-1.00253, 2.10748, -1.56062], [-1.75561, 1.49433, 0.37182], [-3.28873, 1.13844, 0.17932], [-2.65653, 1.75716, 0.55685], [1.66485, 2.93390, 0.18064], [1.05392, 4.20164, 0.78772], [1.56980, 3.41605, 1.00933], [-2.65937, -1.97048, 0.36460], [-2.88952, -0.85133, 1.31101], [-2.76618, -1.01252, 0.36438], [-2.17081, -0.95642, 3.21451], [-1.42816, -2.17940, 2.93239], [-2.34705, -1.88364, 2.99481]], "atomic_forces_ev_per_a": [[0.5, 1.2, 0.4], [-0.8, -1.2, 0.7], [0.4, -1.3, -1.0], [-0.6, -0.7, -0.7], [-0.1, -0.1, 0.5], [0.5, 1.7, 1.8], [-0.3, -0.4, -1.7], [-0.4, -0.2, -0.4], [0.1, -0.7, -0.2], [0.3, 0.3, -0.2], [-0.2, 0.6, 0.2], [0.2, 0.5, 0.1], [0.2, 0.6, 0.2], [0.1, 0.2, -0.1], [0.2, 0.0, -0.1], [-0.1, -0.3, -0.1], [0.2, -0.4, -0.6], [-0.6, -0.1, 0.5], [0.3, -0.1, 0.4], [0.1, 0.3, 0.2], [-0.2, 0.0, -0.1], [0.6, -0.3, -0.5], [-0.2, -0.6, 0.0], [0.4, -0.5, 0.0], [-0.5, 1.1, 0.3], [0.0, 0.3, 0.3], [0.0, 0.0, 0.1], [-0.1, 0.0, -0.1], [-0.2, -0.1, -0.1], [0.0, -0.1, -0.2], [0.1, 0.0, 0.0], [-0.5, 0.0, 0.3], [-0.2, -0.5, 0.0], [0.7, 0.6, 0.1]], "spin_multiplicity": 2, "charge": 1, "homo_lumo_gap_ha": [0.36286, 0.17047], "e_tot_ev": -19760.621, "s2": 0.75, "de_lowest_kj_mol": 34.15}